[1]
{
  "formula": "C30H39N3O10",
  "method": "ωB97M-V/def2-TZVPD",
  "species": ["N", "C", "O", "C", "C", "C", "C", "C", "C", "N", "C", "C", "C", "C", "O", "C", "N", "C", "C", "H", "H", "H", "H", "H", "H", "H", "H", "H", "H", "H", "H", "H", "H", "H", "O", "C", "C", "C", "C", "O", "H", "H", "H", "H", "H", "H", "O", "C", "C", "C", "C", "O", "H", "H", "H", "H", "H", "H", "O", "C", "C", "C", "C", "O", "H", "H", "H", "H", "H", "H", "O", "C", "C", "C", "C", "O", "H", "H", "H", "H", "H", "H"],
  "positions_angstrom": [[3.338, -3.752, -0.081], [4.481, -2.916, -0.245], [5.538, -3.266, 0.197], [4.363, -1.612, -1.011], [3.629, -0.479, -0.253], [2.125, -0.531, -0.328], [1.467, 0.124, -1.399], [0.102, 0.104, -1.448], [-0.661, -0.578, -0.474], [-2.019, -0.565, -0.568], [-2.667, -1.246, 0.348], [-4.170, -1.243, 0.196], [-4.894, -1.710, 1.448], [-6.434, -1.541, 1.454], [-5.745, -2.779, 1.317], [-1.978, -1.947, 1.361], [-0.678, -1.967, 1.521], [-0.016, -1.254, 0.567], [1.395, -1.193, 0.623], [2.900, -3.528, 0.808], [2.667, -3.551, -0.814], [3.876, -1.801, -1.968], [5.383, -1.278, -1.166], [3.979, 0.457, -0.682], [3.948, -0.501, 0.788], [2.013, 0.647, -2.170], [-0.436, 0.603, -2.240], [-4.518, -0.223, 0.070], [-4.482, -1.919, -0.594], [-4.384, -1.571, 2.383], [-6.498, -0.946, 0.559], [-6.525, -1.157, 2.457], [-2.546, -2.528, 2.073], [1.930, -1.667, 1.427], [1.315, -3.688, 2.480], [0.804, -4.516, 3.172], [1.140, -4.849, 4.612], [0.459, -6.203, 4.803], [-0.705, -6.108, 3.825], [-0.228, -5.284, 2.749], [0.712, -4.079, 5.256], [2.215, -4.898, 4.754], [0.145, -6.405, 5.825], [1.136, -7.001, 4.495], [-1.580, -5.627, 4.267], [-1.001, -7.076, 3.427], [5.736, 2.513, -2.455], [5.055, 2.399, -3.431], [5.092, 3.246, -4.685], [3.773, 2.888, -5.363], [3.544, 1.463, -4.877], [4.130, 1.414, -3.563], [5.955, 2.946, -5.283], [5.148, 4.299, -4.437], [3.791, 2.974, -6.447], [2.983, 3.539, -4.987], [4.043, 0.722, -5.505], [2.488, 1.208, -4.806], [4.751, 6.374, -4.271], [5.438, 6.686, -3.340], [6.789, 7.374, -3.380], [7.319, 7.133, -1.968], [6.032, 7.045, -1.161], [5.062, 6.482, -2.062], [6.633, 8.434, -3.588], [7.422, 6.933, -4.145], [8.000, 7.902, -1.609], [7.843, 6.177, -1.932], [5.675, 8.026, -0.839], [6.123, 6.401, -0.290], [-11.063, 2.135, 1.297], [-10.772, 1.111, 1.836], [-11.717, 0.055, 2.381], [-10.801, -0.777, 3.276], [-9.452, -0.604, 2.592], [-9.487, 0.712, 2.015], [-12.111, -0.524, 1.545], [-12.531, 0.518, 2.930], [-11.101, -1.818, 3.376], [-10.769, -0.340, 4.275], [-9.293, -1.329, 1.792], [-8.622, -0.667, 3.290]],
  "forces_ev_per_a": [[0.087, 0.648, -0.377], [-0.305, -0.296, -0.309], [0.566, 0.042, 0.597], [-0.095, 0.034, 0.137], [-0.030, -0.367, -0.060], [0.324, 0.066, -0.002], [-0.767, -0.232, 0.212], [0.166, 0.100, -0.234], [-0.504, 0.113, -0.213], [0.198, -0.161, 0.245], [-0.021, 0.468, -1.074], [0.125, -0.419, 1.641], [-0.444, 0.582, -0.844], [3.800, 0.866, 0.268], [-0.819, -1.032, 0.277], [0.038, -0.516, 0.664], [-0.856, 0.701, -0.777], [1.034, -0.240, 0.455], [0.369, 0.279, -0.240], [-0.114, -0.505, 0.122], [-0.238, 0.144, 0.225], [-0.003, 0.098, -0.172], [0.111, -0.032, -0.271], [0.004, 0.125, -0.015], [0.036, 0.056, 0.102], [0.271, 0.035, 0.045], [-0.103, 0.060, -0.065], [0.276, 0.155, -0.736], [-0.031, 0.252, -0.412], [0.065, -0.211, 0.472], [-1.555, -0.103, -0.211], [-1.460, -0.238, 0.093], [-0.067, -0.087, 0.101], [-0.228, -0.129, 0.282], [0.365, -0.275, -0.167], [0.012, 0.263, 0.199], [-0.107, -0.500, -0.046], [0.071, 0.066, 0.102], [-0.029, -0.120, 0.120], [0.014, -0.051, -0.007], [0.065, 0.063, -0.022], [0.019, 0.242, -0.003], [-0.064, 0.028, -0.020], [-0.020, -0.013, -0.011], [0.014, 0.024, 0.004], [-0.016, 0.068, -0.152], [-0.116, -0.094, 0.157], [0.403, 0.111, -0.093], [-0.486, -0.114, -0.084], [0.060, 0.064, -0.042], [-0.102, 0.058, -0.158], [-0.117, -0.013, 0.000], [0.057, 0.023, 0.064], [0.205, -0.078, -0.007], [0.015, -0.072, -0.001], [0.003, 0.003, -0.004], [0.026, 0.004, 0.016], [0.033, -0.092, 0.147], [-0.054, -0.025, 0.054], [-0.043, 0.322, -0.179], [0.200, -0.283, 0.412], [0.082, 0.058, -0.108], [0.168, 0.035, 0.148], [0.008, -0.027, 0.016], [-0.016, -0.012, -0.091], [-0.121, 0.119, -0.178], [-0.063, 0.037, 0.026], [-0.020, -0.009, 0.025], [-0.015, 0.007, -0.037], [-0.154, -0.083, -0.047], [0.144, 0.103, 0.031], [-0.288, -0.053, -0.209], [0.325, -0.124, 0.428], [-0.160, -0.012, -0.043], [-0.141, -0.124, 0.121], [0.051, -0.015, 0.074], [-0.062, 0.063, -0.026], [-0.115, 0.067, -0.211], [0.049, -0.015, -0.055], [0.024, -0.007, -0.001], [-0.005, -0.009, -0.002], [0.073, 0.134, -0.068]],
  "gap_ev": 8.666,
  "homo_energy_ev": -8.62,
  "e_above_lowest_kj_mol": 0.0,
  "total_charge": 0
}


[2]
{
  "formula": "C22H25N2O4Zn",
  "method": "ωB97M-V/def2-TZVPD",
  "species": ["C", "C", "C", "H", "C", "C", "H", "C", "C", "C", "H", "C", "C", "H", "H", "H", "H", "H", "H", "Zn", "C", "C", "C", "H", "H", "H", "H", "H", "H", "C", "C", "H", "H", "O", "N", "C", "H", "C", "C", "H", "C", "H", "C", "H", "C", "H", "C", "H", "H", "H", "O", "N", "O", "O"],
  "positions_angstrom": [[0.401, -3.393, 1.061], [-0.112, -2.241, 1.700], [-0.928, -1.548, 0.778], [0.099, -1.938, 2.710], [-0.944, -2.293, -0.419], [-0.131, -3.426, -0.244], [-1.439, -2.009, -1.331], [3.539, -1.230, 0.503], [2.825, -1.204, 1.713], [1.983, -0.072, 1.696], [2.885, -1.936, 2.501], [2.153, 0.614, 0.475], [3.128, -0.116, -0.257], [-1.463, -0.631, 0.959], [0.108, -4.147, -1.006], [1.065, -4.120, 1.497], [3.473, 0.111, -1.249], [1.298, 0.206, 2.477], [4.243, -1.983, 0.191], [1.269, -1.512, -0.045], [1.500, 1.910, 0.043], [2.588, 2.812, -0.551], [0.846, 2.604, 1.233], [3.375, 2.984, 0.183], [2.167, 3.768, -0.847], [3.046, 2.351, -1.424], [1.584, 2.852, 1.994], [0.088, 1.968, 1.690], [0.373, 3.525, 0.912], [0.442, 1.551, -1.008], [-0.285, 2.679, -1.709], [-0.311, 0.914, -0.536], [0.892, 0.921, -1.775], [0.097, 3.843, -1.757], [-1.442, 2.307, -2.330], [-2.125, 1.038, -2.226], [-1.946, 3.081, -2.734], [-3.013, 0.866, -1.014], [-3.777, -0.295, -0.903], [-3.710, -1.054, -1.673], [-4.608, -0.494, 0.187], [-5.194, -1.401, 0.257], [-4.681, 0.462, 1.192], [-5.326, 0.305, 2.047], [-3.917, 1.614, 1.095], [-3.965, 2.364, 1.873], [-3.090, 1.815, -0.004], [-2.506, 2.722, -0.076], [-1.398, 0.228, -2.244], [-2.726, 0.913, -3.127], [3.820, -4.516, -1.167], [3.434, -4.094, -0.121], [3.765, -4.626, 0.894], [2.554, -3.045, -0.090]],
  "forces_ev_per_a": [[-1.483, -0.323, 0.629], [-0.411, -0.687, 0.046], [-0.082, 0.323, 0.469], [0.054, 0.068, 0.063], [0.257, 0.450, -0.652], [0.108, -0.497, 0.075], [-0.241, -0.042, -0.170], [1.251, 1.670, 0.981], [0.835, 0.848, 0.408], [0.309, 0.372, 0.284], [-0.044, -0.123, -0.042], [-0.750, 0.105, 0.501], [0.185, -0.676, -0.736], [-0.092, 0.130, 0.069], [0.035, -0.098, -0.054], [0.054, 0.097, -0.027], [0.206, 0.144, -0.182], [-0.096, 0.052, 0.111], [0.278, 0.680, 0.169], [-0.266, 0.370, 0.124], [0.425, -0.177, -0.060], [-0.068, 0.215, 0.012], [-0.071, -0.036, -0.080], [0.054, -0.093, 0.097], [0.024, 0.089, -0.053], [0.018, -0.027, -0.060], [0.088, -0.055, 0.029], [-0.076, -0.068, 0.037], [-0.136, 0.242, -0.086], [-0.288, 0.189, 0.071], [0.251, 0.323, 0.168], [0.073, 0.009, 0.146], [0.178, -0.014, -0.227], [-0.367, -0.456, -0.061], [-0.168, 0.153, -0.141], [0.080, 0.022, -0.083], [-0.012, 0.019, -0.028], [-0.180, -0.033, 0.147], [-0.039, 0.112, 0.042], [-0.015, -0.029, -0.030], [0.028, 0.015, -0.012], [0.016, -0.030, 0.009], [0.048, 0.002, -0.061], [-0.008, -0.009, 0.025], [-0.034, -0.041, -0.012], [0.020, 0.016, 0.023], [0.004, -0.012, -0.076], [0.060, 0.043, 0.013], [0.085, -0.045, -0.020], [-0.057, -0.007, -0.044], [0.600, 0.045, -2.996], [-3.255, 2.120, -0.508], [0.230, -0.077, 3.069], [2.388, -5.267, -1.320]],
  "gap_ev": 6.260,
  "homo_energy_ev": -3.73,
  "total_charge": -1
}


[3]
{
  "formula": "C11H15N",
  "method": "ωB97M-V/def2-TZVPD",
  "species": ["C", "C", "C", "N", "C", "C", "C", "C", "C", "C", "H", "H", "H", "H", "H", "H", "H", "H", "H", "C", "C", "H", "H", "H", "H", "H", "H"],
  "positions_angstrom": [[3.132, -1.025, -1.666], [2.662, 0.263, -1.019], [3.501, 1.118, -0.351], [2.735, 2.113, 0.222], [1.398, 1.930, -0.046], [0.249, 2.488, 0.443], [-0.988, 1.977, -0.010], [-1.030, 0.880, -0.848], [0.132, 0.214, -1.266], [1.350, 0.738, -0.865], [3.964, -1.397, -1.067], [3.445, -0.744, -2.676], [2.444, -1.862, -1.745], [4.551, 1.065, -0.130], [3.048, 2.809, 0.878], [0.228, 3.292, 1.159], [-1.888, 2.430, 0.377], [-1.949, 0.443, -1.220], [0.104, -0.586, -1.987], [-3.699, -2.273, 2.127], [-3.094, -1.750, 0.826], [-4.690, -2.687, 1.965], [-3.145, -3.116, 2.558], [-3.607, -1.522, 2.913], [-2.129, -1.236, 0.843], [-3.761, -0.975, 0.446], [-2.962, -2.587, 0.139]],
  "forces_ev_per_a": [[0.295, 0.854, -0.097], [1.462, -0.988, 0.177], [-1.108, -0.114, 0.199], [-0.254, 1.017, 0.555], [0.871, -2.119, -0.726], [-1.576, 0.271, -0.230], [1.132, 0.404, 0.743], [0.395, -1.311, -0.950], [-0.514, 1.242, 0.053], [-0.694, 0.908, 0.562], [0.244, -0.003, -0.368], [0.270, -0.535, -0.003], [-0.503, 0.328, 0.133], [0.147, -0.041, -0.185], [0.229, -0.160, -0.199], [0.208, 0.244, 0.048], [-0.156, -0.003, -0.093], [-0.277, 0.349, 0.223], [-0.173, -0.340, 0.145], [1.357, -0.309, 0.519], [-0.150, -0.006, -0.146], [-0.304, 0.521, 0.129], [0.215, 0.008, -0.339], [-0.751, 0.096, -0.066], [0.085, -0.273, 0.721], [-0.152, -0.301, -0.467], [-0.295, 0.261, -0.339]],
  "gap_ev": 8.614,
  "homo_energy_ev": -7.66,
  "e_above_lowest_kj_mol": 59.1,
  "total_charge": 0
}


[4]
{
  "formula": "C8H14BrClN2O4PS",
  "method": "ωB97M-V/def2-TZVPD",
  "species": ["C", "C", "N", "Br", "C", "C", "C", "C", "C", "S", "O", "O", "Cl", "P", "N", "C", "O", "O", "H", "H", "H", "H", "H", "H", "H", "H", "H", "H", "H", "H", "H", "H"],
  "positions_angstrom": [[3.836, -1.270, 0.712], [2.546, -0.852, 1.038], [1.994, 0.460, 0.743], [3.443, 1.659, 0.791], [1.220, 0.450, -0.533], [-0.295, 0.717, -0.123], [-0.878, -0.351, 0.851], [-2.234, 0.166, 1.477], [-3.500, 0.013, 0.569], [-3.739, -1.627, -0.192], [-5.090, -1.784, -0.726], [-2.817, -1.716, -1.312], [-3.235, -3.111, 1.164], [1.619, 1.877, -1.717], [1.139, 3.278, -1.106], [1.387, -0.850, -1.399], [0.801, -1.917, -1.195], [2.178, -0.714, -2.416], [4.772, -0.891, 1.175], [3.938, -2.102, -0.032], [1.882, -1.542, 1.611], [-0.942, 0.929, -1.011], [-0.253, 1.684, 0.453], [-0.166, -0.442, 1.715], [-0.983, -1.369, 0.420], [-2.089, 1.266, 1.658], [-2.381, -0.284, 2.493], [-4.412, 0.209, 1.195], [-3.552, 0.761, -0.263], [0.864, 1.613, -2.887], [2.990, 1.851, -2.092], [1.957, 3.890, -1.062]],
  "forces_ev_per_a": [[-0.114, -0.403, 0.253], [0.583, 0.020, -0.568], [0.843, -0.761, 1.571], [0.232, 0.477, 0.152], [-1.531, -0.067, -0.650], [0.499, 0.323, 0.613], [-0.225, 0.281, 0.534], [0.732, 0.111, -0.257], [-0.497, 0.449, 1.806], [-0.285, 0.539, -4.977], [0.505, 0.059, 2.499], [0.296, -0.054, 1.980], [-0.381, 0.729, -0.084], [-0.274, 0.672, 0.511], [0.716, -0.310, -0.490], [1.678, -1.074, -2.926], [-0.650, 0.543, 1.489], [-0.742, 1.270, 1.737], [-0.712, 0.901, -1.578], [-0.222, -0.496, 1.977], [-0.326, 0.232, -1.960], [0.510, -0.538, 0.506], [-0.047, -0.736, -0.561], [-0.554, 0.115, -0.761], [0.202, 0.836, 0.013], [-0.361, -0.863, -0.166], [-0.179, 0.133, -1.006], [0.679, -0.377, -0.580], [0.295, -1.118, 0.295], [0.295, -0.519, 0.397], [-0.579, -0.337, 0.009], [-0.387, -0.037, 0.222]],
  "gap_ev": 6.700,
  "homo_energy_ev": -4.78,
  "total_charge": -1
}


[5]
{
  "formula": "C4H5NO2",
  "method": "ωB97M-V/def2-TZVPD",
  "species": ["N", "C", "C", "C", "O", "C", "O", "H", "H", "H", "H", "H"],
  "positions_angstrom": [[0.147, 1.115, 1.056], [-0.533, 0.267, 0.186], [-1.554, 0.583, -0.619], [-0.289, -1.185, 0.337], [-0.352, -2.002, -0.553], [2.430, -0.572, -0.522], [3.045, -0.981, -1.386], [0.097, 2.081, 0.764], [1.117, 0.857, 1.197], [-2.042, 1.553, -0.603], [-2.000, -0.195, -1.229], [-0.066, -1.520, 1.372]],
  "forces_ev_per_a": [[0.078, 0.137, 0.042], [-0.559, 0.003, -0.363], [-0.170, 0.084, 0.165], [0.376, -0.777, -0.128], [-0.091, 0.334, 0.266], [1.156, -0.627, -1.337], [-0.939, 0.605, 1.267], [-0.078, -0.005, 0.146], [-0.171, -0.053, -0.020], [0.325, 0.061, -0.211], [0.027, 0.082, 0.197], [0.046, 0.156, -0.023]],
  "gap_ev": 9.340,
  "homo_energy_ev": -8.88,
  "e_above_lowest_kj_mol": 153.7,
  "total_charge": 0
}


[6]
{
  "formula": "C5H14N2P",
  "method": "ωB97M-V/def2-TZVPD",
  "species": ["N", "C", "P", "C", "N", "C", "C", "C", "H", "H", "H", "H", "H", "H", "H", "H", "H", "H", "H", "H", "H", "H"],
  "positions_angstrom": [[2.601, -0.392, 0.724], [1.771, -0.412, -0.255], [0.383, -1.478, -0.281], [-1.688, -1.604, -0.037], [-1.817, -0.258, 0.628], [-1.291, 0.967, -0.185], [0.136, 1.531, 0.078], [1.315, 0.944, -0.626], [3.344, -1.059, 0.853], [2.801, 0.475, 1.269], [0.661, -2.795, -0.278], [0.012, -1.247, -1.548], [-2.371, -1.631, -0.826], [-2.223, -2.273, 0.602], [-1.252, -0.351, 1.512], [-2.845, -0.081, 1.039], [-1.944, 1.833, 0.097], [-1.498, 0.825, -1.335], [0.234, 1.634, 1.098], [0.083, 2.581, -0.390], [1.356, 1.172, -1.693], [2.234, 1.622, -0.448]],
  "forces_ev_per_a": [[4.015, 1.086, 3.645], [-1.241, -0.103, -1.091], [-2.447, -0.646, -0.416], [0.688, 0.277, 1.534], [-1.667, 1.128, 1.912], [-1.221, 1.051, -1.552], [-1.564, 1.243, -3.327], [2.514, 2.200, -0.678], [-0.334, -0.521, 0.014], [-0.286, -0.905, -0.873], [0.617, -1.228, 0.177], [0.070, 0.347, -1.578], [-0.449, 0.468, -2.174], [0.338, -0.786, 1.167], [-0.383, 0.412, -1.036], [2.669, -0.225, -1.552], [0.253, -1.019, -0.089], [0.396, -0.265, 2.365], [0.637, 0.241, 2.409], [-0.266, -1.188, 1.029], [-1.038, -0.787, -0.406], [-1.301, -0.782, 0.521]],
  "gap_ev": 7.621,
  "homo_energy_ev": -11.00,
  "e_above_lowest_kj_mol": 345.8,
  "total_charge": 1
}